The following is a DFT calculation (ωB97M-V/def2-TZVPD) of a structure of composition C15H31ClI2NP2Ru in a non-equilibrium geometry.

Calculated values
HOMO level (alpha / beta) (eV): -12.6 / -14.0
LUMO level (alpha / beta) (eV): -6.4189 / -8.3499
⟨S²⟩: 8.7725

```
! RIJCOSX wB97M-V def2-TZVPD def2/J DEFGRID3
* xyz 2 6
I 0.03468 -2.09238 -4.94279
I 2.70806 -2.79173 -5.25776
Ru 1.25647 -0.08148 -0.38524
P 1.68969 1.69181 -1.66994
C 1.72159 1.29829 -3.43457
C 0.66690 3.16157 -1.31744
H 1.12076 4.06586 -1.74722
H 3.72701 2.95958 -1.63090
H 0.55556 3.30174 -0.23334
H 3.55843 1.89889 -0.17330
H 0.77463 0.85978 -3.76303
H -0.34558 3.03890 -1.72291
C 3.42089 1.98597 -1.25603
H 1.96378 2.20588 -3.99325
H 3.99655 1.18725 -1.74022
H 2.49093 0.53174 -3.58963
P 1.03862 -2.22797 0.12724
C 0.95430 -3.39846 -1.26944
C 2.63571 -2.54456 0.90722
H -0.14520 -2.17124 2.30872
H -0.22968 -3.79002 1.55136
H -1.26067 -2.45685 0.96077
C -0.26541 -2.70605 1.35457
H 2.89737 -1.65496 1.49597
H 2.62477 -3.41816 1.55225
H 0.80987 -4.42577 -0.90640
H 1.89661 -3.31923 -1.83208
H 3.38245 -2.63086 0.11368
H 0.15892 -3.12695 -1.97737
Cl 2.29123 0.59208 1.61759
C -2.67255 -0.39070 2.84058
N -2.10067 0.97586 2.97671
C -1.57778 1.27737 4.35820
C -0.99352 1.15437 1.92749
C -1.53107 0.95508 0.52290
C -2.82787 1.22555 0.06266
C -3.21781 0.87377 -1.25166
C -2.30775 0.20551 -2.09439
C -1.05850 -0.28222 -1.60246
C -0.68155 0.24980 -0.36617
H -1.86242 -1.10269 3.04195
H -3.02461 -0.48467 1.81009
H -3.50769 -0.50529 3.53506
H -2.85283 1.65411 2.77320
H -0.77272 0.56583 4.55496
H -1.20057 2.30637 4.37451
H -2.36674 1.18042 5.11174
H -0.56498 2.14370 2.14887
H -0.21482 0.41890 2.16342
H -3.51505 1.71938 0.74310
H -4.24769 1.09345 -1.59600
H -2.58977 -0.09475 -3.11079
H -0.44030 -1.08184 -2.07049
*
```



The following is a DFT calculation (ωB97M-V/def2-TZVPD) of a structure of composition C59H63FeN6O2Si.

Calculated values
HOMO level (alpha / beta) (eV): -4.7 / -5.3
LUMO level (alpha / beta) (eV): 1.6416 / 0.7543
⟨S²⟩: 6.3613

```
! RIJCOSX wB97M-V def2-TZVPD def2/J DEFGRID3
* xyz -1 5
Fe -0.38128 0.40595 -0.15151
C -0.36697 2.33942 6.57998
C 0.99191 1.72941 6.20800
C 1.12236 0.35326 6.87815
C 2.09052 2.64207 6.75566
C 1.09034 1.55905 4.68849
C 0.08731 0.90914 4.00965
C 0.17766 0.72846 2.61926
N -0.72228 0.13510 1.80745
C -1.82811 -0.61889 2.08414
C -2.13954 -1.25632 3.28982
C -3.25964 -2.05961 3.38652
C -4.05483 -2.18812 2.24583
C -3.77092 -1.61418 1.00147
C -2.59395 -0.85840 0.89748
O -2.11219 -0.41665 -0.26477
C -4.74937 -1.91189 -0.15017
C -6.16267 -1.48658 0.28127
C -4.74136 -3.42049 -0.43990
C -4.44647 -1.18075 -1.46128
C -3.55255 -2.80159 4.69269
C -3.60199 -1.80552 5.85915
C -2.43944 -3.82640 4.95387
C -4.88626 -3.54515 4.64158
C 1.27936 1.26692 1.86178
O 1.28456 1.08782 0.54870
C 2.28262 1.97301 2.54856
C 2.16797 2.04985 3.93535
C 3.46791 2.71836 1.89895
C 4.76970 1.99186 2.27465
C 3.51113 4.15757 2.44021
C 3.41191 2.83939 0.37251
H -0.41314 2.52699 7.65730
H -1.19613 1.67449 6.32638
H -0.52451 3.28592 6.05679
H 1.06041 0.44645 7.96820
H 2.07908 -0.11150 6.62373
H 0.32524 -0.32044 6.54802
H 1.95165 2.76953 7.83228
H 2.06100 3.63219 6.29120
H 3.08685 2.21950 6.59857
H -0.80620 0.59096 4.52736
H -1.45110 -1.17302 4.12039
H -4.94940 -2.79407 2.31508
H -6.50530 -2.01623 1.17298
H -6.87253 -1.69323 -0.52599
H -6.19026 -0.41453 0.49533
H -5.04652 -4.00788 0.43013
H -3.73920 -3.74846 -0.73462
H -5.42771 -3.64794 -1.26187
H -4.41605 -0.09892 -1.32676
H -5.24409 -1.41654 -2.17358
H -3.49302 -1.47415 -1.89968
H -2.64387 -1.29622 5.99761
H -3.84008 -2.32484 6.79322
H -4.36488 -1.04154 5.68390
H -1.46308 -3.34166 5.03227
H -2.38603 -4.55203 4.13724
H -2.62729 -4.36762 5.88690
H -5.72142 -2.86371 4.45100
H -5.06549 -4.03699 5.60170
H -4.88937 -4.31646 3.86577
H 2.94656 2.58879 4.46092
H 4.92343 1.96694 3.35736
H 5.62818 2.50010 1.82179
H 4.75249 0.95713 1.91585
H 3.69535 4.19338 3.51696
H 2.57011 4.68006 2.24272
H 4.31922 4.70848 1.94829
H 3.46009 1.87708 -0.12771
H 4.26959 3.43959 0.05108
H 2.50157 3.33055 0.02664
N 3.10622 -1.01648 -0.70351
C 3.12743 -2.38086 -0.54766
C 4.28042 -3.10566 -0.76948
C 4.30483 -4.51118 -0.68817
C 3.17614 -5.21055 -0.38006
C 1.97290 -4.50135 -0.14149
C 0.77430 -5.18250 0.17045
C -0.36757 -4.47854 0.37747
C -0.32037 -3.07230 0.27299
N 0.76217 -2.38780 -0.00235
C 1.92518 -3.09014 -0.20890
H 2.38716 -0.46127 -0.24545
H 4.00347 -0.56311 -0.72502
H 5.18714 -2.56555 -1.02436
H 5.23394 -5.03551 -0.87988
H 3.17563 -6.29286 -0.32284
H 0.78644 -6.26636 0.22666
H -1.30750 -4.96299 0.61390
H -1.23433 -2.50959 0.40644
C 2.93644 3.84171 -3.14632
C 1.57631 4.09859 -3.28285
C 0.65774 3.06960 -3.11479
C 1.07418 1.76917 -2.80060
C 2.44794 1.53731 -2.64894
C 3.37141 2.55940 -2.83128
Si -0.19577 0.42470 -2.50840
C -1.80095 0.83202 -3.40252
C -2.77986 1.67473 -2.85563
C -3.92664 2.00394 -3.56826
C -4.12948 1.48421 -4.83925
C -3.18038 0.63545 -5.39446
C -2.03087 0.31037 -4.68086
C 0.38874 -1.19488 -3.25096
C 1.46424 -1.29592 -4.14128
C 1.82423 -2.52498 -4.69212
C 1.11635 -3.67422 -4.36323
C 0.03367 -3.59089 -3.49370
C -0.32203 -2.36421 -2.95000
H 3.65513 4.64486 -3.27147
H 1.22204 5.09804 -3.50481
H -0.39910 3.29001 -3.23318
H 2.79961 0.54678 -2.36585
H 4.43040 2.35994 -2.70441
H -2.65265 2.06785 -1.85587
H -4.66614 2.66240 -3.12423
H -5.02606 1.73702 -5.39446
H -3.33383 0.22235 -6.38478
H -1.30417 -0.35886 -5.13107
H 2.02910 -0.40951 -4.41279
H 2.66264 -2.58249 -5.37786
H 1.40620 -4.63140 -4.78139
H -0.52825 -4.48139 -3.23483
H -1.17757 -2.30938 -2.27932
N -1.09079 2.41552 -0.18748
C -0.95845 3.55950 -0.07358
C -0.80192 4.94642 0.05810
C -0.94530 5.76750 -1.10115
N -1.06343 6.41908 -2.04930
C -0.50102 5.52437 1.33031
N -0.26090 5.98607 2.36245
*
```



The following is a DFT calculation (ωB97M-V/def2-TZVPD) of a cluster of 2 separate species, C4H10N2O2 in total in a non-equilibrium geometry.

Calculated values
HOMO level (eV): -8.2
LUMO level (eV): 0.8294
SMILES: C=CN(O)C(C)=O.N

```
! RIJCOSX wB97M-V def2-TZVPD def2/J DEFGRID3
* xyz 0 1
C 1.86833 -0.23873 2.17534
C 1.22547 0.20636 1.10060
N 0.33867 -0.53915 0.33952
O 0.34432 -1.91906 0.60069
C -0.97340 -0.08065 -0.12820
C -1.19264 1.40430 -0.08324
O -1.86903 -0.91484 -0.17425
H 1.74708 -1.24939 2.52222
H 2.54180 0.40223 2.71655
H 1.28192 1.23938 0.79475
H -0.58377 -2.17431 0.39121
H -2.16480 1.61980 -0.52076
H -0.42319 1.91306 -0.65872
H -1.18170 1.75764 0.94603
N -0.29328 -0.21619 -2.33526
H -0.16035 0.38670 -3.13684
H -1.06601 -0.84459 -2.50631
H 0.56056 -0.75257 -2.04331
*
```



The following is a DFT calculation (ωB97M-V/def2-TZVPD) of a structure of composition C32H32I3N5O10P2S3W in a non-equilibrium geometry.

Calculated values
HOMO level (alpha / beta) (eV): -7.5 / -7.6
LUMO level (alpha / beta) (eV): -1.0052 / -1.1412
⟨S²⟩: 2.0113

```
! RIJCOSX wB97M-V def2-TZVPD def2/J DEFGRID3
* xyz 0 3
W 0.47838 -0.59911 -0.37232
C 2.69560 -3.10511 4.05930
C 2.06999 -2.70291 2.72736
O 1.22995 -3.75108 2.21865
P 3.31493 -2.36245 1.42831
O 3.42282 -3.70697 0.58842
O 4.70578 -2.30248 2.19245
O 3.00514 -1.15339 0.64707
P 0.96606 -1.25048 2.94813
O 1.92534 -0.06074 3.33649
O -0.04918 -1.61877 3.95032
O 0.34746 -0.89244 1.56266
H 3.25355 -4.03431 3.94064
H 1.90019 -3.24480 4.79302
H 3.36784 -2.33466 4.43184
H 0.64314 -3.99467 2.94703
H 2.63611 -3.74547 0.01488
H 5.29661 -1.64784 1.79137
H 2.16179 0.48057 2.54186
I 3.54264 -0.13775 -4.46253
C 1.83687 0.92021 -3.96704
C 1.24987 1.78354 -4.92304
C 0.08413 2.44431 -4.66447
I -0.71093 3.69333 -6.12553
C -0.57414 2.26370 -3.41768
C -1.80506 2.86025 -3.03413
C -2.34862 2.59281 -1.81201
C -1.68787 1.69968 -0.93537
N -0.53972 1.13338 -1.25818
C 0.02063 1.41985 -2.47269
C 1.24738 0.74544 -2.74092
O 1.73988 -0.04573 -1.80270
H 1.74259 1.91134 -5.87706
H -2.30753 3.52548 -3.72415
H -3.28021 3.03727 -1.49327
H -2.10223 1.47526 0.03236
S -2.39622 3.97231 3.72703
C -0.99233 3.61003 2.90543
S -0.64595 2.01708 2.35924
C 0.76958 2.56216 1.52103
N 1.01087 3.81897 1.70521
N 0.03080 4.39478 2.49877
C 0.18249 5.79599 2.74839
C -0.13476 6.32818 3.98834
C 0.05129 7.68506 4.20769
C 0.55620 8.49953 3.20545
C 0.88094 7.94976 1.97275
C 0.69650 6.59711 1.73850
S 1.81376 1.52034 0.59450
H -0.52116 5.69220 4.76860
H -0.19734 8.10175 5.17486
H 0.69944 9.55682 3.38479
H 1.28115 8.57525 1.18565
H 0.95660 6.15373 0.78826
I 2.59461 -5.54624 -7.06797
C 1.88537 -4.60691 -5.36172
C 0.85166 -3.68564 -5.47163
C 0.39860 -3.03860 -4.33136
C 0.98221 -3.31793 -3.10378
C 2.00517 -4.24801 -2.99759
C 2.46425 -4.89949 -4.13196
C 0.53966 -2.54132 -1.90984
O -0.35479 -1.62941 -1.99201
O 1.09082 -2.66609 -0.77338
H 0.41209 -3.46754 -6.43445
H -0.38990 -2.30063 -4.39553
H 2.46269 -4.46032 -2.04190
H 3.26715 -5.61893 -4.06027
C -3.02496 -1.25778 -0.77673
C -4.27347 -2.09663 -0.39622
N -4.16149 -2.61010 0.96507
C -3.88905 -1.50179 1.87703
C -2.53934 -0.82194 1.53921
N -1.98761 -1.37625 0.27402
C -1.74708 -2.83186 0.50308
C -3.02975 -3.52916 1.01330
H -3.29639 -0.20569 -0.85923
H -2.59484 -1.56713 -1.72599
H -4.39097 -2.94693 -1.07031
H -5.17762 -1.49020 -0.46781
H -3.87487 -1.88672 2.89670
H -4.71337 -0.79076 1.80241
H -1.80745 -0.96540 2.32612
H -2.68749 0.24737 1.41341
H -0.93298 -2.93014 1.21392
H -1.43167 -3.26897 -0.44182
H -2.90636 -3.86764 2.04296
H -3.26384 -4.40149 0.40075
*
```



The following is a DFT calculation (ωB97M-V/def2-TZVPD) of a cluster of 2 separate species, C2H7S in total in a non-equilibrium geometry.

Calculated values
HOMO level (eV): -1.9
LUMO level (eV): 2.5640

```
! RIJCOSX wB97M-V def2-TZVPD def2/J DEFGRID3
* xyz -1 1
C -2.48592 4.84653 -1.11849
H -1.97116 4.73930 -2.07347
H -3.18544 5.66677 -1.22461
H -1.73066 4.88489 -0.33366
H -3.00853 3.90962 -0.96899
C 2.55557 -4.72405 1.14532
S 1.20896 -5.93601 1.12495
H 2.64375 -4.23324 2.11775
H 3.50017 -5.23277 0.92787
H 2.47327 -3.92103 0.40332
*
```



The following is a DFT calculation (ωB97M-V/def2-TZVPD) of a cluster of 2 separate species, C2H4N2S in total in a non-equilibrium geometry.

Calculated values
HOMO level (eV): -7.6
LUMO level (eV): -1.0329

```
! RIJCOSX wB97M-V def2-TZVPD def2/J DEFGRID3
* xyz 0 1
C 1.10338 0.59204 -0.03345
C -2.29146 0.19275 0.03812
N 1.42516 -0.68367 -0.08728
N -1.12921 0.21329 -0.08164
S -3.82504 -0.17003 -0.09373
H 0.85526 1.06815 -1.01114
H 0.73278 -1.26932 -0.49652
H 1.72495 -0.99831 0.80934
H 1.40419 1.05510 0.95631
*
```



The following is a DFT calculation (ωB97M-V/def2-TZVPD) of an isolated molecule of C7H16O2Si in a non-equilibrium geometry.

Calculated values
HOMO level (eV): -9.7
LUMO level (eV): 0.9993
SMILES: C=C[Si](C)(OCC)OCC

```
! RIJCOSX wB97M-V def2-TZVPD def2/J DEFGRID3
* xyz 0 1
C -0.20542 -2.31259 -2.11319
C -0.61916 -1.06032 -1.81665
Si -0.15771 -0.43743 -0.09250
C -1.75877 -0.60994 0.99541
O 0.17072 1.18302 -0.24342
C -0.50004 2.03945 -1.22797
C -1.76722 2.82946 -0.66816
O 1.09939 -1.38647 0.55512
C 1.74997 -1.17818 1.82000
C 3.12661 -0.57356 1.57724
H -0.64143 -2.78161 -2.93279
H 0.42753 -2.92764 -1.45919
H -1.20977 -0.44158 -2.42433
H -2.56494 -1.23573 0.63896
H -2.26264 0.38578 1.13809
H -1.48165 -0.83836 2.03361
H -0.78319 1.49573 -2.09136
H 0.20323 2.76639 -1.38140
H -1.88042 3.78290 -1.16119
H -1.58100 2.99954 0.38417
H -2.66278 2.19882 -0.82539
H 1.83730 -2.00789 2.49912
H 1.09496 -0.43383 2.34285
H 3.66197 -0.25925 2.50702
H 3.00770 0.19438 0.88900
H 3.69676 -1.39109 1.05693
*
```



The following is a DFT calculation (ωB97M-V/def2-TZVPD) of a structure of composition C2H7N4O in a non-equilibrium geometry.

Calculated values
HOMO level (eV): -14.9
LUMO level (eV): -6.0269

```
! RIJCOSX wB97M-V def2-TZVPD def2/J DEFGRID3
* xyz 1 1
C -0.66754 -1.03581 -1.62866
C -0.48892 -1.12959 -3.12527
N -1.74945 -1.29097 -1.04022
N 0.47341 -0.38922 -1.07255
N 1.31843 1.01452 0.49374
N 0.52813 0.10530 0.11670
O 0.55239 -0.69550 -3.49751
H 2.03382 -2.63135 1.17006
H -1.40983 -1.60246 -3.61147
H -1.87864 -1.24662 -0.01653
H 0.99952 0.08140 -1.85502
H 1.81969 1.67100 -0.21400
H 1.03890 1.46343 1.34134
H 1.86738 -1.87627 0.86467
*
```



The following is a DFT calculation (ωB97M-V/def2-TZVPD) of a structure of composition C7H7N4STcTe in a non-equilibrium geometry.

Calculated values
HOMO level (alpha / beta) (eV): -11.7 / -11.8
LUMO level (alpha / beta) (eV): -5.1799 / -5.2862
⟨S²⟩: 0.8267

```
! RIJCOSX wB97M-V def2-TZVPD def2/J DEFGRID3
* xyz 1 2
Tc 1.17504 -1.30499 0.53499
N -1.91229 -3.05135 3.01645
C -1.14704 -2.34104 2.18419
S 0.40612 -3.07213 1.74142
N -1.60505 -1.20039 1.73296
N -0.68574 -0.63349 0.86744
C -1.07832 0.38510 0.18614
C -0.15122 0.97637 -0.78750
C -0.47958 2.07264 -1.55900
C 0.46840 2.56302 -2.44924
C 1.70467 1.94792 -2.53280
C 1.96044 0.84861 -1.72768
N 1.05301 0.37024 -0.87571
H -1.59709 -3.92523 3.39608
H -2.80509 -2.68470 3.30237
H -2.08548 0.75952 0.33130
H -1.45171 2.53595 -1.46317
H 0.23995 3.42022 -3.06828
H 2.46880 2.30293 -3.20916
H 2.91171 0.33477 -1.74252
Te 2.61049 -0.30397 2.12169
*
```



Relative energy (zero: lowest compared OMol25 entry of this formula, charge and spin) readings, ordered: 33.8; 0.0; 85.9; 2.9; 13.3; 50.5; 19.8; 119.0; 1.9 kcal/mol
E_tot readings, ordered: -67414.51422; -117510.81550; -11383.17791; -138847.84157; -13023.03937; -15951.69147; -19491.82317; -10184.13160; -33653.05914 eV